# 1
A structure of composition C38H57CaO29. Source: the OMol25 dataset; level of theory: the ωB97M-V functional and the def2-TZVPD basis.

* E_tot: -118147.0968 eV
* HOMO level: -12.14 eV
* ΔE to the lowest compared entry with this formula, charge and spin: 15.8 kcal per mole
* net charge: +1
* F_max: 2.192 eV Å⁻¹
* molecular weight: 1017.92 g/mol
* lowest unoccupied orbital energy: -3.823 eV
* gap between HOMO and LUMO: 8.315 eV

Positions of all 125 atoms, in Å:
1 Ca -0.583 -0.426 -3.720
2 C -0.206 0.275 0.432
3 C -0.371 0.040 -1.026
4 O -0.541 1.023 -1.814
5 O -0.338 -1.128 -1.496
6 H -0.990 -0.249 0.984
7 H -0.264 1.307 0.772
8 H 0.735 -0.094 0.846
9 C 1.043 3.671 2.834
10 C 1.079 5.189 2.742
11 C 0.637 5.941 3.993
12 O 1.638 6.953 4.137
13 C 2.625 6.748 3.250
14 O 3.571 7.467 3.147
15 O 2.363 5.706 2.442
16 H 0.026 3.287 2.928
17 H 1.631 3.314 3.684
18 H 1.485 3.239 1.939
19 H 0.365 5.413 1.942
20 H 0.531 5.243 4.825
21 H -0.304 6.461 3.824
22 C 2.336 2.723 -0.656
23 C 1.996 3.999 -1.391
24 C 1.044 3.853 -2.623
25 O -0.184 4.398 -2.180
26 C -0.036 5.034 -1.008
27 O -0.877 5.645 -0.420
28 O 1.180 4.825 -0.545
29 H 3.084 2.992 0.092
30 H 2.704 1.927 -1.304
31 H 1.506 2.298 -0.096
32 H 2.928 4.521 -1.598
33 H 0.914 2.803 -2.863
34 H 1.384 4.402 -3.501
35 C -3.102 3.019 -0.681
36 C -2.677 3.306 0.749
37 C -2.944 4.748 1.248
38 O -3.895 4.573 2.286
39 C -4.303 3.309 2.390
40 O -5.159 2.920 3.118
41 O -3.658 2.555 1.498
42 H -4.103 3.318 -0.992
43 H -3.064 1.963 -0.963
44 H -2.400 3.446 -1.407
45 H -1.658 2.958 0.906
46 H -3.339 5.342 0.427
47 H -2.023 5.166 1.645
48 C -4.262 5.099 -3.392
49 C -3.730 4.274 -4.538
50 C -2.461 4.807 -5.227
51 O -1.697 3.612 -5.378
52 C -2.175 2.631 -4.663
53 O -1.587 1.581 -4.518
54 O -3.278 2.995 -4.020
55 H -4.991 4.539 -2.812
56 H -4.691 6.019 -3.789
57 H -3.443 5.367 -2.722
58 H -4.532 4.066 -5.250
59 H -1.936 5.482 -4.551
60 H -2.657 5.245 -6.200
61 C 3.677 -5.142 -1.429
62 C 3.660 -4.380 -2.754
63 C 2.895 -5.150 -3.840
64 O 1.758 -4.318 -4.088
65 C 1.877 -3.158 -3.453
66 O 1.079 -2.263 -3.543
67 O 2.841 -3.205 -2.544
68 H 3.793 -4.439 -0.606
69 H 4.522 -5.831 -1.403
70 H 2.756 -5.688 -1.221
71 H 4.662 -4.153 -3.112
72 H 2.600 -6.151 -3.537
73 H 3.444 -5.183 -4.782
74 C 1.204 -2.618 2.149
75 C 2.131 -3.790 2.208
76 C 1.807 -4.840 3.325
77 O 1.717 -6.062 2.644
78 C 1.905 -5.902 1.320
79 O 1.905 -6.767 0.518
80 O 2.119 -4.588 1.036
81 H 0.177 -3.000 2.133
82 H 1.273 -2.022 1.233
83 H 1.320 -1.911 2.968
84 H 3.135 -3.416 2.442
85 H 0.878 -4.535 3.815
86 H 2.570 -4.823 4.102
87 C 5.528 -2.675 1.218
88 C 5.053 -1.327 0.693
89 C 3.746 -1.288 -0.112
90 O 3.011 -0.270 0.545
91 C 3.642 0.220 1.597
92 O 3.217 1.048 2.342
93 O 4.860 -0.390 1.733
94 H 5.713 -3.324 0.359
95 H 4.760 -3.127 1.851
96 H 6.444 -2.677 1.804
97 H 5.826 -0.915 0.030
98 H 3.244 -2.256 -0.074
99 H 3.925 -1.012 -1.149
100 C -2.922 -4.147 -2.762
101 C -1.457 -4.338 -2.404
102 C -1.179 -4.247 -0.905
103 O -0.452 -5.426 -0.611
104 C -0.447 -6.241 -1.698
105 O 0.072 -7.297 -1.701
106 O -1.059 -5.663 -2.768
107 H -3.299 -3.130 -2.615
108 H -3.571 -4.882 -2.290
109 H -3.062 -4.235 -3.845
110 H -0.797 -3.647 -2.921
111 H -2.119 -4.280 -0.349
112 H -0.645 -3.333 -0.654
113 C -4.128 -1.506 2.458
114 C -3.951 -1.625 3.968
115 C -4.384 -3.014 4.509
116 O -3.146 -3.627 4.876
117 C -2.090 -2.762 4.665
118 O -0.958 -3.079 4.858
119 O -2.536 -1.610 4.220
120 H -3.533 -2.211 1.875
121 H -3.905 -0.493 2.121
122 H -5.174 -1.692 2.201
123 H -4.466 -0.820 4.483
124 H -4.814 -3.651 3.741
125 H -5.001 -2.858 5.391

***

# 2
A cluster of 3 separate species, C4H15NO2 in total. Source: the OMol25 dataset; level of theory: the ωB97M-V functional and the def2-TZVPD basis.

* E_tot: -9974.9896 eV
* SMILES: CCCCN.O.O
* HOMO level: -9.52 eV
* ΔE to the lowest compared entry with this formula, charge and spin: 48.3 kcal per mole
* F_max: 3.526 eV Å⁻¹
* molecular weight: 109.17 g/mol
* lowest unoccupied orbital energy: 0.699 eV
* gap between HOMO and LUMO: 10.214 eV

Positions of all 22 atoms, in Å:
1 C 1.157 2.278 -0.635
2 C 1.120 0.864 -1.229
3 C -0.377 0.594 -1.550
4 C -1.139 0.010 -0.275
5 N -0.997 -1.516 -0.111
6 H 2.137 2.476 -0.178
7 H 0.396 2.241 0.110
8 H 0.941 3.134 -1.346
9 H 1.683 0.847 -2.155
10 H 1.758 0.324 -0.618
11 H -0.714 1.549 -1.828
12 H -0.527 -0.084 -2.326
13 H -2.205 0.211 -0.415
14 H -0.577 0.561 0.473
15 H -0.030 -1.851 -0.137
16 H -1.295 -1.948 -1.044
17 H 0.113 -3.915 1.867
18 H -0.161 -2.531 1.306
19 O 0.548 -3.240 1.327
20 H -1.067 -0.026 3.578
21 H -0.146 0.420 2.408
22 O -0.618 -0.398 2.776

***

# 3
A structure of composition C43H47ClN7O2SSbSc. Source: the OMol25 dataset; level of theory: the ωB97M-V functional and the def2-TZVPD basis.

* E_tot: -110475.4900 eV
* HOMO level (alpha / beta): -5.50 / -5.98 eV
* ΔE to the lowest compared entry with this formula, charge and spin: 21.2 kcal per mole
* 2S+1: 2
* F_max: 1.986 eV Å⁻¹
* molecular weight: 928.13 g/mol
* lowest unoccupied orbital energy (alpha / beta): -0.976 / -0.975 eV
* gap between HOMO and LUMO (alpha / beta): 4.526 / 5.005 eV

Positions of all 103 atoms, in Å:
1 Sc -0.114 0.672 -0.509
2 Cl -4.987 1.421 -6.083
3 C -3.708 1.119 -4.953
4 C -2.409 0.928 -5.426
5 C -1.397 0.644 -4.545
6 C -1.622 0.564 -3.150
7 O -0.675 0.196 -2.348
8 C -2.953 0.809 -2.682
9 C -3.299 0.775 -1.303
10 N -2.463 0.745 -0.302
11 C -2.974 0.745 0.989
12 C -4.253 1.179 1.337
13 C -4.733 1.054 2.635
14 C -3.949 0.514 3.626
15 C -2.624 0.138 3.346
16 C -1.761 -0.360 4.340
17 C -0.480 -0.713 3.993
18 C -0.078 -0.584 2.666
19 N -0.844 -0.095 1.695
20 C -2.114 0.263 2.023
21 C -3.978 1.054 -3.610
22 H -2.214 0.994 -6.485
23 H -0.393 0.474 -4.910
24 H -4.375 0.756 -1.109
25 H -4.889 1.642 0.598
26 H -5.733 1.391 2.863
27 H -4.323 0.385 4.630
28 H -2.120 -0.458 5.353
29 H 0.210 -1.093 4.729
30 H 0.917 -0.903 2.382
31 H -4.984 1.217 -3.252
32 S -0.242 3.105 -1.257
33 C 0.604 3.724 0.150
34 N 0.754 5.029 0.215
35 N 1.314 5.638 1.261
36 C 1.343 5.349 2.613
37 C 2.316 5.971 3.405
38 C 2.322 5.802 4.775
39 C 1.358 5.019 5.390
40 C 0.396 4.392 4.611
41 C 0.384 4.546 3.240
42 N 1.229 2.954 1.030
43 N 1.377 1.653 0.825
44 C 2.396 1.137 1.608
45 C 2.981 1.854 2.665
46 C 4.016 1.294 3.383
47 C 4.499 0.031 3.071
48 C 3.924 -0.685 2.030
49 C 2.881 -0.145 1.308
50 H 1.750 6.507 0.981
51 H 3.076 6.581 2.934
52 H 3.089 6.288 5.362
53 H 1.350 4.916 6.463
54 H -0.359 3.777 5.077
55 H -0.374 4.059 2.648
56 H 2.601 2.835 2.907
57 H 4.450 1.847 4.203
58 H 5.310 -0.402 3.637
59 H 4.295 -1.671 1.790
60 H 2.435 -0.674 0.471
61 C -1.178 -4.987 -2.343
62 C -0.917 -3.496 -2.461
63 C -2.192 -2.801 -2.910
64 Sb -0.066 -2.435 -0.665
65 C -1.259 -3.357 1.016
66 C -1.041 -4.825 1.330
67 C -2.730 -3.063 0.767
68 C 1.904 -3.541 -0.479
69 C 2.890 -2.951 -1.480
70 C 1.907 -5.055 -0.614
71 H -1.476 -5.372 -3.320
72 H -1.992 -5.182 -1.649
73 H -0.297 -5.532 -2.021
74 H -0.144 -3.331 -3.221
75 H -3.008 -3.012 -2.223
76 H -2.487 -3.163 -3.896
77 H -2.065 -1.725 -2.975
78 H -0.941 -2.777 1.888
79 H -1.105 -5.443 0.440
80 H -1.807 -5.168 2.028
81 H -0.072 -4.975 1.799
82 H -3.125 -3.705 -0.017
83 H -2.879 -2.023 0.475
84 H -3.312 -3.242 1.673
85 H 2.230 -3.275 0.533
86 H 2.581 -3.192 -2.497
87 H 3.885 -3.372 -1.325
88 H 2.957 -1.870 -1.384
89 H 1.756 -5.346 -1.652
90 H 1.157 -5.538 0.002
91 H 2.881 -5.436 -0.302
92 O 1.784 0.122 -1.598
93 N 2.042 0.598 -2.773
94 C 1.992 -0.206 -3.850
95 C 2.295 0.260 -5.110
96 C 2.633 1.596 -5.285
97 C 2.647 2.417 -4.168
98 C 2.360 1.897 -2.925
99 H 1.680 -1.220 -3.661
100 H 2.259 -0.420 -5.947
101 H 2.867 1.979 -6.264
102 H 2.877 3.467 -4.251
103 H 2.351 2.495 -2.024

***

# 4
A structure of composition C3H5NO3. Source: the OMol25 dataset; level of theory: the ωB97M-V functional and the def2-TZVPD basis.

* E_tot: -10814.4652 eV
* HOMO level (alpha / beta): -7.51 / -9.58 eV
* ΔE to the lowest compared entry with this formula, charge and spin: 122.2 kcal per mole
* 2S+1: 3
* F_max: 10.662 eV Å⁻¹
* molecular weight: 103.08 g/mol
* lowest unoccupied orbital energy (alpha / beta): 0.478 / -3.612 eV
* gap between HOMO and LUMO (alpha / beta): 7.990 / 5.971 eV

Positions of all 12 atoms, in Å:
1 C 2.689 -0.925 0.146
2 C 1.633 -0.599 -0.549
3 C -1.113 0.875 -0.268
4 N -2.073 0.093 0.520
5 O 3.322 -1.404 0.987
6 O -3.292 0.211 0.523
7 O -1.467 -0.699 1.157
8 H -0.151 1.396 0.637
9 H 1.342 -1.169 -1.306
10 H 1.241 0.256 -0.263
11 H -0.599 0.106 -0.830
12 H -1.530 1.859 -0.754